Record 1
{
  "formula": "C7H13N3O",
  "method": "ωB97M-V/def2-TZVPD",
  "energy_ev": -13985.2471,
  "de_lowest_kcal_mol": 71.86,
  "homo_lumo_gap_ev": 8.58,
  "e_homo_ev": -8.99,
  "elements": ["C", "C", "C", "C", "C", "C", "C", "N", "N", "N", "O", "H", "H", "H", "H", "H", "H", "H", "H", "H", "H", "H", "H", "H"],
  "coordinates": [[2.411, -0.626, -0.717], [2.259, 0.526, 1.071], [-0.757, 1.580, -1.289], [-0.827, -1.428, -0.801], [-0.769, -0.926, 1.688], [-1.084, 0.998, 0.079], [-0.631, -0.433, 0.288], [3.586, -0.119, -0.478], [3.491, 0.613, 0.657], [1.542, -0.262, 0.248], [-2.481, 1.033, 0.340], [2.163, -1.257, -1.545], [1.871, 1.003, 1.947], [-1.281, 1.044, -2.079], [-1.067, 2.622, -1.318], [0.313, 1.527, -1.471], [-0.304, -2.353, -0.570], [-0.485, -1.058, -1.762], [-1.892, -1.665, -0.881], [-0.132, -0.361, 2.368], [-1.802, -0.769, 2.016], [-0.523, -1.984, 1.768], [-0.646, 1.626, 0.862], [-2.953, 0.669, -0.419]]
}

---

Record 2
{
  "formula": "C7H13N3O2",
  "method": "ωB97M-V/def2-TZVPD",
  "energy_ev": -16030.1539,
  "s2": 2.007,
  "de_lowest_kcal_mol": 5.02,
  "homo_lumo_gap_ev": [7.89, 7.99],
  "e_homo_ev": [-7.14, -10.59],
  "multiplicity": 3,
  "elements": ["C", "C", "C", "C", "C", "C", "C", "N", "N", "N", "O", "O", "H", "H", "H", "H", "H", "H", "H", "H", "H", "H", "H", "H", "H"],
  "coordinates": [[-4.720, 0.953, -0.182], [1.442, 1.301, -0.162], [1.661, -0.069, -0.800], [0.652, 1.163, 1.135], [0.325, -0.754, -1.069], [-0.683, 0.475, 0.876], [-0.460, -0.898, 0.243], [-4.223, -0.107, -0.393], [-1.885, -2.711, 0.119], [-1.751, -1.481, -0.023], [-5.376, 1.895, -0.028], [-1.063, -3.561, 0.444], [2.403, 1.777, 0.038], [0.888, 1.934, -0.858], [2.209, 0.037, -1.738], [2.256, -0.690, -0.127], [1.228, 0.570, 1.848], [0.479, 2.147, 1.574], [-0.266, -0.162, -1.769], [0.492, -1.740, -1.510], [-1.238, 0.359, 1.810], [-1.286, 1.080, 0.195], [0.110, -1.548, 0.921], [-3.295, -0.500, -0.318], [-2.860, -3.030, -0.076]]
}

---

Record 3
{
  "formula": "C7H13N3O4",
  "method": "ωB97M-V/def2-TZVPD",
  "energy_ev": -20131.4741,
  "smiles": "C[C@H](N)C(=O)N[C@@H](CC(N)=O)C(=O)O",
  "de_lowest_kcal_mol": 15.36,
  "homo_lumo_gap_ev": 10.20,
  "e_homo_ev": -9.72,
  "elements": ["C", "C", "N", "C", "O", "N", "C", "C", "C", "N", "O", "C", "O", "O", "H", "H", "H", "H", "H", "H", "H", "H", "H", "H", "H", "H", "H"],
  "coordinates": [[-3.557, -0.221, 0.564], [-2.408, -0.134, -0.472], [-1.983, -1.457, -0.949], [-1.263, 0.748, -0.012], [-1.445, 1.817, 0.574], [-0.014, 0.337, -0.312], [1.223, 0.916, 0.259], [2.382, 0.060, -0.160], [2.272, -1.458, -0.066], [3.020, -2.030, 0.960], [1.607, -2.084, -0.883], [1.542, 2.347, -0.271], [2.641, 2.598, -0.806], [0.652, 3.255, -0.084], [-3.191, -1.052, 1.191], [-4.497, -0.421, 0.070], [-3.639, 0.641, 1.204], [-2.876, 0.424, -1.274], [-1.573, -1.987, -0.173], [-2.710, -1.864, -1.571], [0.100, -0.493, -0.941], [1.180, 1.012, 1.324], [3.261, 0.378, 0.425], [2.614, 0.271, -1.222], [3.298, -3.012, 0.828], [3.558, -1.435, 1.591], [-0.194, 2.843, 0.205]]
}

---

Record 4
{
  "formula": "C7H13NNiO2P",
  "method": "ωB97M-V/def2-TZVPD",
  "energy_ev": -63381.8046,
  "s2": 2.005,
  "charge": -1,
  "homo_lumo_gap_ev": [3.89, 4.60],
  "e_homo_ev": [-1.30, -2.25],
  "multiplicity": 3,
  "elements": ["C", "C", "C", "C", "C", "Ni", "P", "H", "H", "H", "H", "H", "H", "H", "H", "N", "C", "C", "O", "O", "H", "H", "H", "H", "H"],
  "coordinates": [[-2.169, -0.508, -1.901], [-1.505, -1.243, -2.936], [-0.538, -0.359, -3.527], [-0.705, 0.944, -2.979], [-1.689, 0.850, -1.947], [-0.584, -0.283, 1.716], [-2.160, -1.605, 1.995], [-2.897, -0.897, -1.198], [-1.646, -2.300, -3.146], [0.219, -0.632, -4.275], [-2.016, 1.660, -1.307], [-0.102, 1.826, -3.189], [-1.195, -2.658, 2.249], [-2.854, -2.197, 0.852], [-3.069, -1.882, 3.060], [2.650, 1.239, 2.639], [2.767, 0.707, 1.276], [1.357, 0.644, 0.713], [1.208, 0.200, -0.437], [0.515, 1.256, 1.510], [2.485, 2.252, 2.588], [3.487, 1.070, 3.189], [1.829, 0.810, 3.093], [3.376, 1.379, 0.681], [3.238, -0.275, 1.281]]
}